C16H17ClFNO | wB97M-V/def2-TZVPD

Last column: Löwdin charge in e.
Element x y z (Å)
1 Cl -0.665 -3.270 1.573  0.593
2 F 3.296 -1.868 -4.171  0.047
3 O -0.456 -1.110 4.710  0.121
4 N -0.664 0.913 0.801  -0.016
5 C 1.278 1.062 -3.467  -0.011
6 C 0.069 -0.119 1.438  -0.234
7 C -0.490 -1.410 3.561  -0.485
8 C 0.455 -0.766 -2.194  -0.084
9 C -0.507 1.458 -1.697  -0.127
10 C -1.937 1.068 1.417  -0.277
11 C 2.260 0.232 -4.057  0.012
12 C -2.083 0.232 2.489  0.043
13 C 0.075 1.745 -0.210  -0.056
14 C -0.807 -0.520 2.417  -0.211
15 C 0.335 0.577 -2.558  -0.237
16 C -0.050 -2.789 3.185  -0.472
17 C -2.950 2.122 1.021  -0.043
18 C 1.280 -1.552 -2.802  -0.044
19 C 1.458 -0.672 1.406  -0.035
20 C 2.254 -1.105 -3.722  -0.217
21 H 1.214 -2.567 -2.454  0.121
22 H -2.533 3.221 1.024  0.107
23 H 1.042 -2.958 3.206  0.092
24 H 1.412 -1.688 0.847  0.091
25 H -3.772 2.073 1.749  0.075
26 H -3.311 2.010 0.005  0.056
27 H 2.148 -0.044 0.852  0.063
28 H -0.166 2.871 -0.006  0.138
29 H -2.801 0.326 3.332  0.134
30 H -1.588 1.228 -1.813  0.126
31 H 2.834 0.687 -4.742  0.076
32 H 1.202 1.494 -0.211  0.136
33 H -0.383 2.410 -2.167  0.082
34 H -0.150 -1.227 -1.346  0.149
35 H 1.969 -0.702 2.343  0.078
36 H -0.637 -3.454 3.913  0.112
37 H 1.371 2.091 -3.672  0.098

Values from the calculation:
Kohn-Sham gap (eV): 8.82
Total charge: 0
E_HOMO (eV): -8.2
Spin multiplicity: 1
F_max (eV Å⁻¹): 5.85
Total energy (hartree): -1309.84701